{"formula": "C34H36Cl2N5O4RuS2", "method": "ωB97M-V/def2-TZVPD", "lumo_ev": [4.0, 4.0], "e_above_lowest_kcal_mol": 1.6, "total_energy_ev": -100779.770, "multiplicity": 6, "total_charge": -2, "homo_lumo_gap_ev": [3.5, 5.7], "elements": ["Ru", "Cl", "Cl", "S", "S", "O", "O", "O", "O", "N", "N", "N", "N", "N", "C", "C", "C", "C", "C", "C", "C", "C", "C", "C", "C", "C", "C", "C", "C", "C", "C", "C", "C", "C", "C", "C", "C", "C", "C", "C", "C", "C", "C", "C", "C", "C", "C", "C", "H", "H", "H", "H", "H", "H", "H", "H", "H", "H", "H", "H", "H", "H", "H", "H", "H", "H", "H", "H", "H", "H", "H", "H", "H", "H", "H", "H", "H", "H", "H", "H", "H", "H", "H", "H"], "coordinates": [[-0.219, 0.148, -0.182], [-4.365, -5.912, 1.867], [-0.884, -2.392, 4.092], [3.216, -0.014, -5.152], [2.033, -0.725, -1.276], [-0.476, -1.465, 1.334], [3.187, -1.062, -6.135], [3.127, 1.341, -5.627], [-1.180, -1.465, -1.474], [-0.765, 1.350, 1.997], [-2.429, 0.743, 0.071], [2.147, -0.287, -3.946], [-1.239, 2.026, -1.929], [1.573, 0.886, 1.969], [5.175, -0.628, -1.873], [-2.961, -4.067, 0.440], [-3.136, 1.469, -3.425], [2.719, 0.145, 2.551], [-0.811, 2.802, 1.889], [-2.634, -4.046, 2.834], [-2.960, 0.594, 1.311], [3.922, 0.422, 1.657], [-4.672, 0.213, 3.008], [-1.374, -2.414, 1.419], [-2.518, 1.392, -2.192], [6.528, -0.545, -2.188], [3.059, 0.611, 3.978], [2.398, -1.352, 2.543], [-1.870, -2.476, -1.056], [4.249, -0.438, -2.878], [-2.058, -2.966, 0.251], [4.677, -0.183, -4.157], [-1.711, -2.989, 2.651], [-3.096, 0.668, -1.125], [-4.296, 0.318, 1.674], [-4.323, 0.780, -3.671], [0.350, 0.861, 2.778], [6.013, -0.086, -4.495], [-3.757, 0.392, 4.035], [6.946, -0.271, -3.485], [-4.245, -0.085, -1.414], [-2.062, 0.841, 2.380], [-0.270, 1.759, -2.993], [-1.377, 3.457, -1.698], [-2.449, 0.739, 3.699], [-3.231, -4.563, 1.692], [2.740, -0.458, -2.794], [-4.848, -0.019, -2.664], [-0.427, 3.868, -1.339], [-1.635, 3.074, 1.236], [-4.046, 0.272, 5.073], [4.828, -0.838, -0.866], [3.317, -1.930, 2.692], [-5.727, -0.624, -2.860], [-4.616, -0.780, -0.675], [1.694, -1.627, 3.329], [-4.804, 0.841, -4.641], [4.795, -0.130, 2.020], [1.943, -1.634, 1.590], [-5.703, -0.030, 3.244], [-0.228, 0.693, -3.176], [-1.658, 3.992, -2.618], [0.114, 3.189, 1.446], [8.005, -0.202, -3.707], [-2.862, -4.426, 3.819], [-2.147, 3.634, -0.947], [-1.722, 0.926, 4.484], [-0.961, 3.269, 2.870], [0.116, -0.167, 3.049], [7.271, -0.695, -1.414], [-2.677, 2.049, -4.221], [0.474, 1.464, 3.689], [1.847, 1.851, 1.817], [4.168, 1.492, 1.658], [3.964, 0.106, 4.332], [3.241, 1.693, 3.997], [2.251, 0.382, 4.678], [-0.512, 2.265, -3.939], [3.709, 0.122, 0.631], [0.720, 2.098, -2.677], [6.318, 0.127, -5.514], [-3.443, -4.504, -0.430], [-5.039, 0.188, 0.902], [-2.409, -3.057, -1.824]], "mulliken_spin": [3.586, 0.001, 0.008, 0.000, 0.062, 0.150, 0.001, 0.001, 0.250, 0.005, 0.023, 0.011, 0.043, 0.060, 0.001, 0.222, -0.001, -0.008, 0.022, 0.335, 0.071, -0.001, 0.001, 0.083, -0.041, 0.000, 0.003, 0.002, 0.300, 0.000, -0.073, 0.001, 0.010, 0.010, 0.009, 0.010, -0.061, 0.000, 0.005, 0.000, 0.005, -0.003, -0.052, 0.006, -0.001, -0.192, 0.002, -0.007, 0.000, 0.003, 0.001, -0.002, -0.001, 0.000, 0.034, 0.003, 0.001, 0.000, -0.002, 0.000, 0.023, 0.000, 0.001, 0.000, 0.042, 0.001, 0.002, -0.001, 0.008, 0.000, 0.001, 0.007, -0.006, 0.000, 0.000, 0.000, -0.001, 0.005, 0.001, -0.015, 0.000, 0.023, 0.005, 0.006]}

***

{"formula": "C34H36EuN5O3", "method": "ωB97M-V/def2-TZVPD", "lumo_ev": [2.4, 2.4], "e_above_lowest_kcal_mol": 35.1, "total_energy_ev": -68765.057, "multiplicity": 8, "total_charge": -1, "homo_lumo_gap_ev": [4.2, 6.5], "elements": ["Eu", "O", "O", "O", "N", "N", "N", "N", "N", "C", "C", "C", "C", "C", "C", "C", "C", "C", "C", "C", "C", "C", "C", "C", "C", "C", "C", "C", "C", "C", "C", "C", "C", "C", "C", "C", "C", "C", "C", "C", "C", "C", "C", "H", "H", "H", "H", "H", "H", "H", "H", "H", "H", "H", "H", "H", "H", "H", "H", "H", "H", "H", "H", "H", "H", "H", "H", "H", "H", "H", "H", "H", "H", "H", "H", "H", "H", "H", "H"], "coordinates": [[-0.528, 0.069, -0.163], [-1.302, 1.557, -2.102], [-2.122, -0.789, -1.435], [1.112, -0.560, -1.408], [1.134, 1.575, 0.709], [4.169, -4.652, 3.940], [1.224, 2.094, -2.350], [-2.475, 1.995, 0.901], [-2.361, -1.017, 1.348], [-2.583, -4.886, -1.538], [0.520, -1.481, 1.480], [-2.281, -2.074, -1.442], [-2.417, -4.151, -2.711], [2.429, -3.187, 2.775], [-2.288, -2.786, -2.668], [2.524, 2.341, -2.344], [-3.302, 0.631, 2.952], [-2.637, -4.225, -0.336], [2.264, -0.819, -0.909], [0.470, 2.721, -3.242], [-2.599, -2.241, 1.056], [3.387, -4.000, 3.408], [3.008, -1.930, -1.406], [-1.722, 2.980, 1.690], [-0.425, 3.468, 1.018], [2.346, 1.128, 0.754], [-0.995, 2.341, -3.233], [-2.460, -0.645, 2.741], [-2.503, -2.832, -0.247], [2.133, -1.930, 3.299], [-3.596, 1.428, 1.680], [0.863, 2.776, 1.485], [1.758, -3.616, 1.628], [-3.127, 2.686, -0.218], [4.159, -0.452, 0.605], [3.132, 3.245, -3.203], [2.895, -0.038, 0.131], [1.212, -1.124, 2.661], [4.799, -1.569, 0.143], [0.833, -2.785, 1.024], [4.209, -2.316, -0.881], [0.975, 3.673, -4.123], [2.334, 3.936, -4.102], [4.197, 3.409, -3.161], [3.104, 1.786, -1.620], [0.780, 2.511, 2.549], [-2.180, -2.212, -3.581], [-1.611, 3.253, -3.206], [2.646, -1.597, 4.192], [-4.280, 2.245, 1.973], [-1.232, 1.819, -4.168], [-3.898, 3.383, 0.150], [1.982, -4.592, 1.218], [-2.765, -4.781, 0.582], [-2.885, -1.468, 3.341], [0.325, -3.168, 0.137], [-4.138, 0.768, 0.999], [-0.325, 4.539, 1.211], [0.318, 4.191, -4.806], [5.741, -1.882, 0.566], [-2.365, 3.853, 1.891], [-2.412, 3.263, -0.797], [-1.540, 0.645, -2.362], [3.077, 1.692, 1.353], [1.700, 3.485, 1.396], [4.617, 0.117, 1.403], [2.758, 4.668, -4.773], [-4.280, 0.341, 3.347], [1.025, -0.145, 3.104], [-2.835, 1.269, 3.703], [-2.676, -5.959, -1.576], [-1.439, -0.473, 3.106], [-2.390, -4.663, -3.662], [-3.607, 1.952, -0.865], [4.707, -3.205, -1.248], [-0.475, 3.327, -0.065], [-1.471, 2.532, 2.654], [-2.886, -2.946, 1.851], [2.545, -2.501, -2.200]], "mulliken_spin": [6.797, 0.009, 0.011, -0.008, 0.002, 0.002, 0.001, 0.013, 0.008, 0.002, -0.034, 0.016, 0.003, 0.004, -0.005, 0.004, 0.001, 0.004, 0.002, 0.001, 0.002, -0.002, -0.003, 0.009, 0.029, 0.020, 0.008, 0.014, 0.005, 0.002, -0.002, 0.009, 0.003, 0.007, -0.001, -0.001, 0.036, 0.022, -0.002, 0.034, 0.009, 0.001, 0.000, 0.000, 0.000, -0.009, 0.000, 0.000, -0.001, 0.002, 0.000, 0.000, 0.000, 0.000, 0.000, -0.004, 0.000, -0.005, 0.000, 0.000, 0.000, -0.001, 0.004, 0.000, 0.001, -0.001, 0.000, 0.000, 0.005, 0.001, 0.000, -0.008, 0.000, -0.001, 0.001, -0.010, -0.012, 0.001, 0.001]}